{
  "formula": "C46H127N7O21",
  "method": "ωB97M-V/def2-TZVPD",
  "mol_weight_g_mol": 1114.550,
  "e_tot_ev": -103175.7618,
  "e_lumo_ev": -0.225,
  "largest_force_ev_per_a": 2.832,
  "multiplicity": 1,
  "total_charge": 0,
  "species": ["O", "H", "H", "O", "H", "H", "O", "H", "H", "C", "O", "H", "H", "H", "H", "C", "O", "H", "H", "H", "H", "C", "O", "H", "H", "H", "H", "C", "O", "H", "H", "H", "H", "C", "O", "C", "C", "N", "C", "C", "O", "C", "H", "H", "H", "H", "H", "H", "H", "H", "H", "H", "H", "H", "H", "H", "H", "C", "O", "C", "C", "N", "C", "C", "O", "C", "H", "H", "H", "H", "H", "H", "H", "H", "H", "H", "H", "H", "H", "H", "H", "C", "O", "C", "C", "N", "C", "C", "O", "C", "H", "H", "H", "H", "H", "H", "H", "H", "H", "H", "H", "H", "H", "H", "H", "C", "O", "C", "C", "N", "C", "C", "O", "C", "H", "H", "H", "H", "H", "H", "H", "H", "H", "H", "H", "H", "H", "H", "H", "C", "O", "C", "C", "N", "C", "C", "O", "C", "H", "H", "H", "H", "H", "H", "H", "H", "H", "H", "H", "H", "H", "H", "H", "C", "O", "C", "C", "N", "C", "C", "O", "C", "H", "H", "H", "H", "H", "H", "H", "H", "H", "H", "H", "H", "H", "H", "H", "C", "O", "C", "C", "N", "C", "C", "O", "C", "H", "H", "H", "H", "H", "H", "H", "H", "H", "H", "H", "H", "H", "H", "H"],
  "xyz": [[2.92, -0.61, 2.51], [2.57, -0.52, 3.40], [2.23, -0.27, 1.95], [-2.35, -2.67, 2.70], [-3.21, -2.44, 2.33], [-2.45, -2.51, 3.64], [0.73, 0.27, 0.98], [0.21, 0.91, 1.46], [0.12, -0.45, 0.80], [1.83, -4.86, -0.49], [2.16, -5.86, 0.49], [0.80, -4.56, -0.32], [2.46, -3.98, -0.33], [2.01, -5.17, -1.52], [2.20, -5.44, 1.35], [5.90, -0.92, 4.20], [5.59, -1.18, 2.86], [6.83, -0.37, 4.29], [5.17, -0.24, 4.64], [5.97, -1.77, 4.88], [4.73, -0.82, 2.64], [-2.24, 0.88, 2.80], [-1.21, 1.74, 2.46], [-3.02, 0.81, 2.05], [-1.85, -0.12, 3.00], [-2.70, 1.20, 3.74], [-1.37, 2.64, 2.76], [-1.83, -1.57, -0.25], [-0.85, -1.82, 0.75], [-1.46, -1.12, -1.17], [-2.35, -2.51, -0.44], [-2.52, -0.87, 0.23], [-1.38, -2.18, 1.46], [-0.34, -2.85, -3.59], [-0.93, -4.06, -3.04], [-0.32, -5.28, -3.46], [-0.86, -6.51, -2.73], [-0.59, -7.80, -3.45], [-1.42, -8.95, -3.09], [-2.88, -8.65, -3.43], [-3.67, -9.77, -3.13], [-3.81, -10.76, -4.17], [-0.27, -2.88, -4.68], [0.58, -2.53, -3.10], [-1.00, -2.04, -3.29], [0.75, -5.35, -3.25], [-0.57, -5.38, -4.51], [-1.92, -6.30, -2.64], [-0.59, -6.57, -1.68], [-0.51, -7.67, -4.45], [-1.19, -9.27, -2.07], [-0.98, -9.75, -3.69], [-2.97, -8.38, -4.48], [-3.28, -7.80, -2.88], [-2.84, -11.26, -4.19], [-4.21, -10.41, -5.12], [-4.54, -11.52, -3.88], [-5.26, 4.89, 4.89], [-3.85, 4.99, 4.63], [-3.04, 4.00, 5.29], [-1.54, 4.37, 4.96], [-1.39, 4.51, 3.48], [-0.16, 5.15, 3.01], [-0.02, 5.35, 1.51], [-0.90, 6.28, 0.92], [-0.86, 6.41, -0.48], [-5.71, 5.84, 4.62], [-5.73, 4.56, 5.82], [-5.70, 4.13, 4.25], [-3.26, 2.98, 4.95], [-3.29, 3.98, 6.35], [-0.88, 3.59, 5.34], [-1.30, 5.27, 5.53], [-2.27, 4.91, 3.17], [0.63, 4.49, 3.36], [-0.15, 6.11, 3.52], [-0.29, 4.43, 0.99], [1.03, 5.54, 1.29], [-1.50, 7.17, -0.93], [-1.15, 5.42, -0.85], [0.18, 6.42, -0.82], [3.84, -0.88, -0.72], [4.61, -1.15, -1.86], [4.08, -2.11, -2.83], [4.99, -2.39, -4.02], [5.09, -1.16, -4.85], [3.84, -0.74, -5.50], [4.06, 0.24, -6.66], [4.35, -0.50, -7.85], [4.25, 0.34, -8.98], [3.75, -1.74, -0.04], [2.80, -0.65, -0.94], [4.34, -0.03, -0.25], [3.05, -2.02, -3.18], [3.99, -3.08, -2.35], [4.62, -3.26, -4.56], [5.92, -2.76, -3.57], [5.91, -1.15, -5.45], [3.16, -0.21, -4.82], [3.29, -1.62, -5.84], [4.78, 1.00, -6.37], [3.16, 0.83, -6.82], [3.22, 0.56, -9.25], [4.75, -0.17, -9.81], [4.83, 1.24, -8.77], [-5.59, 7.28, -3.38], [-4.31, 6.87, -3.13], [-3.58, 6.94, -4.32], [-2.08, 6.53, -4.24], [-1.98, 5.12, -4.03], [-0.58, 4.68, -4.26], [-0.37, 3.27, -3.69], [-0.86, 3.22, -2.32], [-0.54, 2.02, -1.58], [-6.27, 7.00, -2.58], [-6.09, 6.77, -4.21], [-5.51, 8.35, -3.54], [-3.64, 7.88, -4.87], [-4.04, 6.27, -5.05], [-1.40, 7.10, -3.61], [-1.69, 6.73, -5.24], [-2.15, 4.92, -3.06], [0.10, 5.30, -3.67], [-0.31, 4.77, -5.31], [0.71, 3.14, -3.65], [-0.78, 2.61, -4.45], [-1.04, 1.95, -0.61], [0.53, 1.93, -1.40], [-0.70, 1.12, -2.16], [-4.54, 3.36, 1.56], [-5.21, 3.33, 0.32], [-4.55, 4.08, -0.69], [-5.33, 3.95, -2.06], [-5.52, 2.59, -2.56], [-4.22, 1.96, -2.73], [-4.39, 0.57, -3.41], [-4.88, -0.43, -2.49], [-4.89, -1.74, -3.12], [-3.47, 3.22, 1.41], [-4.95, 2.64, 2.27], [-4.63, 4.34, 2.02], [-3.51, 3.78, -0.82], [-4.42, 5.13, -0.43], [-4.81, 4.50, -2.84], [-6.31, 4.42, -2.05], [-6.07, 2.71, -3.40], [-3.58, 1.83, -1.86], [-3.66, 2.57, -3.44], [-3.44, 0.24, -3.84], [-5.04, 0.69, -4.27], [-5.59, -1.84, -3.95], [-5.03, -2.56, -2.42], [-3.92, -1.90, -3.60], [0.82, -4.34, 7.45], [1.67, -5.46, 7.22], [3.02, -5.25, 7.53], [3.70, -4.21, 6.57], [3.72, -4.82, 5.24], [4.00, -3.80, 4.22], [3.58, -4.48, 2.93], [2.14, -4.75, 2.84], [1.30, -3.63, 2.71], [1.07, -3.51, 6.78], [0.86, -3.97, 8.47], [-0.19, -4.67, 7.20], [3.62, -6.16, 7.51], [3.15, -4.77, 8.49], [4.71, -3.99, 6.90], [3.15, -3.27, 6.58], [2.84, -5.29, 5.09], [5.06, -3.58, 4.16], [3.36, -2.92, 4.29], [4.14, -5.41, 2.77], [3.97, -3.86, 2.12], [1.59, -3.07, 1.82], [1.34, -2.95, 3.56], [0.27, -3.96, 2.60], [0.82, -0.37, 4.90], [2.07, 0.24, 4.77], [2.24, 1.59, 5.21], [3.55, 2.28, 4.75], [3.83, 2.23, 3.26], [2.86, 2.94, 2.45], [3.30, 2.99, 0.99], [2.43, 3.81, 0.20], [2.81, 3.90, -1.18], [0.25, 0.08, 5.71], [0.97, -1.42, 5.17], [0.24, -0.37, 3.98], [2.17, 1.59, 6.30], [1.44, 2.22, 4.83], [4.34, 1.69, 5.22], [3.51, 3.33, 5.04], [3.89, 1.29, 2.89], [2.84, 3.98, 2.77], [1.89, 2.44, 2.43], [3.24, 1.97, 0.60], [4.34, 3.30, 0.93], [2.26, 4.75, -1.59], [2.44, 3.12, -1.85], [3.86, 4.11, -1.39]],
  "mulliken_charge": [1.96, -0.09, -0.61, -0.60, 0.26, 0.26, 0.94, -0.45, -0.34, 0.35, -0.70, 0.12, -0.35, 0.21, 0.45, -0.38, -0.57, 0.34, -0.07, 0.25, 0.03, -0.23, 0.64, 0.18, -0.18, 0.08, -0.47, -0.56, 0.22, -0.40, 0.42, 0.31, -0.14, -0.28, -0.16, -0.67, -0.27, -0.31, -0.73, -0.09, -0.41, -0.69, 0.47, 0.08, -0.19, 0.25, 0.45, 0.06, 0.27, 0.28, 0.26, 0.38, 0.26, 0.20, 0.29, 0.28, 0.26, -0.86, -0.37, -0.55, -0.52, 0.02, -1.02, -0.04, -0.50, -0.51, 0.30, 0.36, 0.27, 0.11, 0.56, 0.10, 0.50, 0.21, 0.45, 0.39, -0.14, 0.44, 0.35, 0.09, 0.36, -0.20, -0.50, 0.35, -1.29, -0.28, -0.23, -0.78, -0.31, -0.74, -0.10, 0.16, 0.30, -0.02, 0.17, 0.37, 0.53, 0.28, 0.19, 0.23, 0.39, 0.43, 0.27, 0.26, 0.32, -0.98, -0.13, -0.79, -0.73, -0.08, -0.85, -0.57, 0.56, -0.94, 0.25, 0.41, 0.36, 0.59, 0.31, 0.36, 0.44, -0.10, 0.35, 0.38, 0.30, 0.27, -0.04, 0.14, 0.53, -0.54, -0.47, 0.01, -0.74, -0.41, 0.09, -0.78, -0.30, -0.73, -0.07, 0.41, 0.38, -0.41, 0.60, 0.40, 0.38, 0.33, 0.04, 0.14, 0.35, 0.39, 0.36, 0.27, 0.21, -0.23, -0.35, -0.84, -0.21, -0.41, 0.67, -0.90, -0.71, 0.55, -0.18, 0.34, 0.26, 0.38, 0.43, 0.36, 0.00, 0.39, 0.32, -0.42, 0.40, 0.32, -0.15, -0.40, 0.39, -0.35, -0.45, -0.10, -1.14, -0.28, 0.47, -0.80, -0.05, -0.77, 0.61, -0.39, 0.00, 0.56, -0.16, 0.31, 0.49, 0.08, 0.75, -0.52, -0.05, 0.45, 0.17, 0.15, 0.40]
}

{
  "formula": "C46H129N9O14",
  "method": "ωB97M-V/def2-TZVPD",
  "mol_weight_g_mol": 1032.587,
  "e_tot_ev": -91862.9059,
  "e_lumo_ev": 0.525,
  "largest_force_ev_per_a": 2.330,
  "multiplicity": 1,
  "total_charge": 0,
  "e_above_lowest_kcal_mol": 55.5,
  "species": ["C", "C", "C", "O", "C", "N", "H", "H", "H", "H", "H", "H", "H", "H", "H", "H", "H", "C", "C", "C", "O", "C", "N", "H", "H", "H", "H", "H", "H", "H", "H", "H", "H", "H", "C", "C", "C", "O", "C", "N", "H", "H", "H", "H", "H", "H", "H", "H", "H", "H", "H", "C", "C", "C", "O", "C", "N", "H", "H", "H", "H", "H", "H", "H", "H", "H", "H", "H", "C", "C", "C", "O", "C", "N", "H", "H", "H", "H", "H", "H", "H", "H", "H", "H", "H", "C", "C", "C", "O", "C", "N", "H", "H", "H", "H", "H", "H", "H", "H", "H", "H", "H", "C", "C", "C", "O", "C", "N", "H", "H", "H", "H", "H", "H", "H", "H", "H", "H", "H", "C", "C", "C", "O", "C", "N", "H", "H", "H", "H", "H", "H", "H", "H", "H", "H", "H", "C", "C", "C", "O", "C", "N", "H", "H", "H", "H", "H", "H", "H", "H", "H", "H", "H", "C", "C", "O", "H", "H", "H", "H", "H", "H", "C", "C", "O", "H", "H", "H", "H", "H", "H", "C", "C", "O", "H", "H", "H", "H", "H", "H", "C", "C", "O", "H", "H", "H", "H", "H", "H", "C", "C", "O", "H", "H", "H", "H", "H", "H"],
  "xyz": [[-0.55, 3.59, -2.33], [-0.70, 2.21, -2.99], [-2.20, 1.86, -2.88], [-3.06, 2.81, -3.53], [-4.44, 2.55, -3.32], [-0.18, 2.24, -4.38], [-1.28, 4.31, -2.71], [0.47, 3.95, -2.46], [-0.81, 3.38, -1.30], [-0.08, 1.44, -2.54], [-2.43, 1.69, -1.83], [-2.40, 0.89, -3.35], [-4.71, 2.82, -2.30], [-4.72, 1.54, -3.64], [-5.09, 3.24, -3.84], [-0.36, 1.38, -4.89], [-0.76, 2.91, -4.86], [4.85, 1.72, -4.03], [3.48, 2.41, -4.11], [3.45, 3.62, -5.12], [4.41, 4.60, -4.63], [4.78, 5.51, -5.68], [2.53, 1.43, -4.50], [5.53, 2.45, -3.58], [5.22, 1.41, -5.00], [4.86, 0.82, -3.41], [3.15, 2.75, -3.13], [2.46, 4.06, -5.18], [3.75, 3.25, -6.10], [5.05, 6.49, -5.27], [3.88, 5.73, -6.27], [5.57, 5.21, -6.36], [1.59, 1.79, -4.43], [2.69, 1.18, -5.47], [-1.25, 7.43, 2.06], [-0.47, 7.28, 0.77], [-0.13, 5.82, 0.45], [0.67, 5.29, 1.48], [0.99, 3.95, 1.24], [-1.23, 7.91, -0.35], [-1.75, 8.39, 2.20], [-0.64, 7.22, 2.94], [-2.05, 6.69, 1.99], [0.49, 7.80, 0.84], [0.46, 5.80, -0.47], [-0.99, 5.19, 0.24], [1.67, 3.57, 2.01], [1.37, 3.65, 0.26], [0.07, 3.38, 1.37], [-0.72, 7.75, -1.21], [-1.27, 8.90, -0.19], [-1.67, -3.25, 7.47], [-2.00, -4.17, 6.22], [-0.84, -4.50, 5.28], [-0.39, -3.37, 4.52], [0.65, -3.64, 3.62], [-2.53, -5.38, 6.76], [-1.37, -2.25, 7.15], [-0.86, -3.57, 8.12], [-2.55, -3.11, 8.11], [-2.76, -3.64, 5.64], [-1.06, -5.27, 4.54], [-0.01, -4.88, 5.88], [1.52, -4.07, 4.12], [0.93, -2.73, 3.09], [0.37, -4.34, 2.84], [-1.88, -5.96, 7.27], [-3.01, -5.96, 6.08], [5.52, 1.97, 0.20], [5.94, 3.39, -0.02], [4.91, 4.19, -0.90], [5.25, 5.61, -1.05], [4.24, 6.48, -1.60], [6.15, 4.01, 1.27], [5.32, 1.44, -0.74], [4.59, 1.98, 0.76], [6.20, 1.34, 0.78], [6.94, 3.44, -0.47], [3.95, 4.01, -0.42], [4.92, 3.76, -1.90], [4.73, 7.39, -1.93], [3.54, 6.66, -0.79], [3.74, 6.03, -2.46], [6.80, 3.49, 1.85], [6.74, 4.81, 1.07], [-5.94, -3.00, -0.18], [-6.94, -1.99, -0.69], [-6.42, -0.98, -1.78], [-5.24, -0.27, -1.53], [-5.37, 0.62, -0.39], [-8.10, -2.71, -1.11], [-5.44, -3.64, -0.90], [-6.39, -3.70, 0.53], [-5.05, -2.61, 0.31], [-7.23, -1.32, 0.12], [-7.13, -0.18, -1.98], [-6.35, -1.51, -2.73], [-6.16, 1.37, -0.41], [-4.44, 1.18, -0.34], [-5.45, 0.09, 0.56], [-8.52, -3.11, -0.28], [-8.78, -2.04, -1.43], [-2.73, -1.41, 2.44], [-1.71, -0.38, 2.94], [-2.13, 1.10, 2.88], [-2.22, 1.56, 1.53], [-2.85, 2.86, 1.42], [-1.42, -0.78, 4.32], [-2.33, -2.41, 2.59], [-2.85, -1.23, 1.37], [-3.67, -1.30, 2.97], [-0.78, -0.55, 2.41], [-1.42, 1.71, 3.44], [-3.07, 1.30, 3.40], [-2.29, 3.52, 2.08], [-3.92, 2.87, 1.63], [-2.68, 3.12, 0.37], [-1.30, -1.79, 4.31], [-0.47, -0.50, 4.48], [0.97, 0.38, 7.52], [1.69, -0.77, 6.82], [2.34, -0.32, 5.50], [1.34, -0.01, 4.52], [1.81, 0.42, 3.25], [2.59, -1.31, 7.82], [0.11, 0.62, 6.89], [1.51, 1.32, 7.66], [0.57, 0.08, 8.48], [1.00, -1.57, 6.54], [3.01, -1.12, 5.17], [2.89, 0.59, 5.75], [2.41, -0.34, 2.74], [2.51, 1.25, 3.28], [1.04, 0.63, 2.50], [2.05, -1.61, 8.63], [3.07, -2.12, 7.45], [2.06, 0.38, -0.37], [1.28, -0.89, -0.32], [-0.09, -0.79, -1.00], [-0.93, -1.91, -0.69], [-2.24, -1.67, -1.26], [2.15, -1.90, -0.89], [2.17, 0.82, -1.37], [3.06, 0.26, 0.03], [1.54, 1.13, 0.23], [1.19, -1.10, 0.75], [-0.09, -0.71, -2.09], [-0.57, 0.10, -0.60], [-2.26, -1.50, -2.33], [-2.78, -0.83, -0.84], [-2.86, -2.54, -1.03], [1.66, -2.77, -1.08], [2.31, -1.65, -1.85], [0.94, -5.63, -3.16], [0.15, -4.35, -2.90], [0.38, -4.13, -1.51], [1.98, -5.46, -2.89], [0.80, -5.87, -4.21], [0.56, -6.37, -2.45], [-0.91, -4.52, -3.09], [0.51, -3.49, -3.46], [-0.28, -3.55, -1.13], [3.39, -5.42, 1.61], [3.87, -4.41, 0.60], [3.69, -3.17, 1.21], [2.31, -5.33, 1.75], [3.90, -5.34, 2.57], [3.67, -6.39, 1.22], [3.36, -4.56, -0.35], [4.94, -4.35, 0.41], [3.14, -2.59, 0.67], [-2.82, -1.16, -5.94], [-1.39, -1.66, -5.74], [-0.59, -0.63, -5.22], [-3.26, -1.02, -4.95], [-3.40, -1.77, -6.63], [-2.74, -0.17, -6.39], [-0.94, -2.08, -6.64], [-1.36, -2.48, -5.02], [0.28, -1.00, -5.07], [3.17, -3.18, -4.27], [3.14, -1.69, -4.38], [2.03, -1.11, -3.75], [3.92, -3.66, -4.89], [2.23, -3.57, -4.65], [3.18, -3.40, -3.20], [3.23, -1.39, -5.43], [4.06, -1.22, -4.04], [2.10, -0.16, -3.85], [-3.46, -5.05, 1.95], [-4.73, -5.86, 1.69], [-4.56, -7.19, 2.08], [-2.51, -5.49, 1.66], [-3.31, -4.74, 2.99], [-3.58, -4.12, 1.39], [-5.05, -5.85, 0.65], [-5.55, -5.39, 2.25], [-5.36, -7.65, 1.82]],
  "mulliken_charge": [-1.18, 2.29, 0.56, -0.53, -0.65, -0.72, 0.28, 0.36, -0.05, -1.41, -0.34, 0.01, 0.24, 0.21, 0.38, 0.01, 0.45, -1.77, 0.67, -0.85, -0.24, -0.93, -0.10, 0.49, 0.40, 0.15, -0.08, 0.48, 0.53, 0.25, 0.40, 0.30, -0.09, 0.31, -1.33, 0.44, -0.10, -0.47, 0.16, -0.75, 0.40, 0.28, 0.27, 0.25, 0.10, 0.04, 0.37, 0.03, -0.19, 0.23, 0.28, -1.44, 0.65, -1.08, 0.52, -1.30, -0.67, 0.25, 0.35, 0.37, 0.15, 0.35, 0.38, 0.33, 0.07, 0.34, 0.24, 0.24, -1.02, 0.32, 0.60, -0.47, -0.54, -0.79, 0.05, 0.17, 0.46, 0.38, -0.22, -0.09, 0.24, 0.27, 0.15, 0.25, 0.27, -0.74, 0.68, -1.32, 0.26, -0.52, -0.78, 0.37, 0.29, -0.29, 0.28, 0.53, 0.32, 0.50, -0.49, 0.31, 0.27, 0.27, -0.53, 3.13, -1.58, 0.39, -0.99, -0.68, -0.10, -0.57, 0.42, -1.31, 0.32, 0.38, 0.56, 0.25, 0.06, 0.10, 0.52, -1.40, 1.76, -1.22, 0.03, -0.67, -0.74, 0.32, 0.30, 0.39, -0.71, 0.39, 0.26, 0.34, 0.57, -0.26, 0.28, 0.28, -1.23, 2.18, -0.40, 0.51, -0.43, 0.38, -0.22, 0.50, -0.11, -0.87, -0.03, 0.26, 0.11, -0.27, 0.37, 0.48, -0.66, -1.60, 1.01, -0.59, 0.23, 0.40, 0.44, 0.39, -0.60, 0.05, -1.00, 0.21, -0.65, 0.04, 0.33, 0.42, -0.15, 0.30, 0.25, -1.00, -0.08, -0.52, 0.06, 0.43, 0.25, 0.46, 0.04, -0.01, -1.07, -0.19, 0.24, 0.46, 0.20, 0.07, 0.59, 0.04, 0.07, 0.17, -0.63, -0.54, 0.40, -0.12, -0.21, 0.36, 0.29, 0.33]
}